No. 1
The following is a quantum chemistry calculation of a gas-phase ion, C4H6N2O6 (charge -2), from OMol25.

* gap between HOMO and LUMO: 0.267 Ha
* energy above the lowest of the compared OMol25 structures with the same formula, charge and spin: 3.39 kcal/mol

Structure (ORCA input):
```
! RIJCOSX wB97M-V def2-TZVPD def2/J DEFGRID3
* xyz -2 1
N 2.367 -0.034 -0.891
N 1.122 0.108 -1.500
C 0.089 -0.425 -0.514
O 0.670 -1.542 0.035
C -1.269 -0.697 -1.169
O -1.561 -1.904 -1.378
O -1.981 0.281 -1.546
C -0.180 0.851 0.779
O -0.845 1.960 0.293
C -0.925 0.091 1.868
O -0.563 -1.059 2.193
O -1.783 0.743 2.478
H 2.202 -0.913 -0.465
H 2.322 0.607 -0.072
H 0.984 1.064 -1.816
H 0.074 -1.779 0.800
H 0.785 1.064 1.229
H -1.506 1.585 -0.324
*
```

Here are the Mulliken charges for atoms 1 to 2, given in e: atom 1 (N): -0.89, atom 2 (N): -0.43

No. 2
The following is a quantum chemistry calculation of a molecular structure, C4H6N2OS, from OMol25.

* gap between HOMO and LUMO: 0.358 Ha
* energy above the lowest of the compared OMol25 structures with the same formula, charge and spin: 87.23 kcal/mol

Structure (ORCA input):
```
! RIJCOSX wB97M-V def2-TZVPD def2/J DEFGRID3
* xyz 0 1
C 3.233 0.019 -0.056
C -0.449 0.082 0.609
C -0.674 1.589 0.027
C -1.820 -0.284 -0.001
H 4.055 0.748 0.222
H 3.457 -1.035 -0.375
H -0.469 0.333 1.726
H -0.858 2.295 0.797
H 0.044 2.023 -0.739
H -2.825 1.340 -0.631
N 2.093 0.408 0.112
N -1.899 0.938 -0.437
O -2.543 -1.335 0.095
S 0.865 -0.805 -0.185
*
```

Here are the Mulliken charges for atoms 1 to 2, given in e: atom 1 (C): -0.22, atom 2 (C): 0.03

No. 3
The following is a quantum chemistry calculation of C4H6N2OS in the gas phase, from OMol25.

* gap between HOMO and LUMO: 0.290 Ha
* energy above the lowest of the compared OMol25 structures with the same formula, charge and spin: 101.27 kcal/mol

Structure (ORCA input):
```
! RIJCOSX wB97M-V def2-TZVPD def2/J DEFGRID3
* xyz 0 1
C 0.814 2.320 -0.790
N 0.456 0.846 -0.716
N -0.388 0.370 0.072
C -0.455 -0.879 0.473
C 0.528 -1.881 0.071
O 1.368 -1.647 -0.732
C -1.665 -1.262 1.217
S -2.109 -2.566 1.999
H 0.029 2.622 0.030
H 0.619 2.737 -1.826
H 1.778 2.527 -0.399
H 1.361 0.239 -0.839
H 0.204 -2.978 0.258
H -2.540 -0.447 1.182
*
```

Here are the Mulliken charges for atoms 1 to 2, given in e: atom 1 (C): -0.72, atom 2 (N): 0.05

No. 4
The following is a quantum chemistry calculation of C4H6N2S in the gas phase, from OMol25.

* gap between HOMO and LUMO: 0.315 Ha
* energy above the lowest of the compared OMol25 structures with the same formula, charge and spin: 82.39 kcal/mol

Structure (ORCA input):
```
! RIJCOSX wB97M-V def2-TZVPD def2/J DEFGRID3
* xyz 0 1
C -2.182 -0.540 -0.015
N -1.540 0.558 -0.028
N -0.229 0.362 -0.381
C 0.540 -0.825 0.041
C 1.746 0.123 -0.008
S 3.343 -0.177 -0.078
C 0.809 1.284 0.036
H -1.620 -1.460 -0.144
H -3.261 -0.484 -0.081
H 0.439 -1.622 -0.698
H 0.213 -1.054 1.047
H 1.037 2.096 -0.717
H 0.706 1.741 1.026
*
```

Here are the Mulliken charges for atoms 1 to 2, given in e: atom 1 (C): -0.32, atom 2 (N): -0.65

Copy entry 4 word for word.
The following is a quantum chemistry calculation of C4H6N2S in the gas phase, from OMol25.

* gap between HOMO and LUMO: 0.315 Ha
* energy above the lowest of the compared OMol25 structures with the same formula, charge and spin: 82.39 kcal/mol

Structure (ORCA input):
```
! RIJCOSX wB97M-V def2-TZVPD def2/J DEFGRID3
* xyz 0 1
C -2.182 -0.540 -0.015
N -1.540 0.558 -0.028
N -0.229 0.362 -0.381
C 0.540 -0.825 0.041
C 1.746 0.123 -0.008
S 3.343 -0.177 -0.078
C 0.809 1.284 0.036
H -1.620 -1.460 -0.144
H -3.261 -0.484 -0.081
H 0.439 -1.622 -0.698
H 0.213 -1.054 1.047
H 1.037 2.096 -0.717
H 0.706 1.741 1.026
*
```

Here are the Mulliken charges for atoms 1 to 2, given in e: atom 1 (C): -0.32, atom 2 (N): -0.65

> Number 1 is which compound?

C4H6N2O6